(1)
Entry from the Open Molecules 2025 dataset: a single C3H9ClNO2PS2 molecule at a distorted geometry (ωB97M-V/def2-TZVPD).

Summary:
**Electronic energy**: -52324.7630 eV
**SMILES**: CC(C)N(SCl)P(O)(O)=S
**Gap between HOMO and LUMO**: 8.6675 eV
**Molecular weight**: 221.7 g/mol

```
! wB97M-V def2-TZVPD RIJCOSX def2/J DEFGRID3
* xyz 0 1
C -1.906 0.643 0.823
C -0.704 -0.301 0.742
C 0.519 -0.227 1.690
N -0.272 -0.405 -0.580
S -1.121 -1.682 -1.726
Cl -0.300 -3.377 -1.109
P 0.891 0.423 -1.353
O 0.957 1.808 -0.429
O 2.228 -0.373 -1.093
S 0.768 0.670 -3.282
H -2.351 0.561 -0.122
H -2.650 0.366 1.469
H -1.691 1.733 1.063
H -1.067 -1.386 0.904
H 0.951 -1.139 1.419
H 0.262 -0.277 2.743
H 1.239 0.630 1.464
H 1.267 2.613 -0.976
H 2.980 -0.281 -1.648
*
```

***

(2)
Entry from the Open Molecules 2025 dataset: a single C3H9ClNP molecule at a distorted geometry (ωB97M-V/def2-TZVPD).

Summary:
**Electronic energy**: -26558.2311 eV
**SMILES**: CN(C)P(C)Cl
**Gap between HOMO and LUMO**: 9.9801 eV
**Molecular weight**: 125.5 g/mol

```
! wB97M-V def2-TZVPD RIJCOSX def2/J DEFGRID3
* xyz 0 1
C -0.786 -0.619 -1.982
N -0.170 -0.555 -0.619
C -1.021 0.145 0.344
P 1.448 -0.966 -0.416
C 1.736 0.635 0.479
Cl 1.666 -2.329 1.347
H -0.289 -1.355 -2.649
H -1.751 -1.020 -1.837
H -0.868 0.391 -2.318
H -0.719 0.076 1.354
H -1.149 1.254 0.168
H -2.030 -0.270 0.306
H 1.189 1.208 -0.153
H 2.760 0.875 0.369
H 1.451 0.692 1.530
*
```

***

(3)
Entry from the Open Molecules 2025 dataset: a molecular structure, C3H9CuFO2P2 at a distorted geometry (ωB97M-V/def2-TZVPD).

Summary:
**Electronic energy**: -73278.0741 eV
**Gap between HOMO and LUMO**: 5.7079 eV
**Molecular weight**: 221.6 g/mol

```
! wB97M-V def2-TZVPD RIJCOSX def2/J DEFGRID3
* xyz 1 1
C 1.734 -0.809 0.694
C 1.653 0.358 -0.294
C 0.229 0.751 -0.671
F 0.301 1.587 -1.790
P -0.761 1.577 0.668
P -2.402 0.128 1.239
O -3.601 0.749 0.335
O -2.032 -1.255 0.426
H 2.762 -1.019 0.970
H 1.174 -0.591 1.598
H 1.299 -1.743 0.303
H 2.196 0.052 -1.243
H 2.213 1.221 0.057
H -0.330 -0.151 -1.006
H 0.109 1.235 1.720
H -3.806 0.368 -0.527
H -2.198 -1.252 -0.526
Cu 1.462 -1.208 -1.953
*
```

***

(4)
Entry from the Open Molecules 2025 dataset: a molecular structure, C3H9F4KN2O12PS4 at a distorted geometry (ωB97M-V/def2-TZVPD).

Summary:
**Electronic energy**: -110627.4046 eV
**Gap between HOMO and LUMO (spin up / spin down)**: 9.6516 / 2.5689 eV
**Molecular weight**: 539.4 g/mol

```
! wB97M-V def2-TZVPD RIJCOSX def2/J DEFGRID3
* xyz 0 2
K -1.764 0.358 1.297
N -4.030 -1.000 2.116
S -4.772 -0.196 3.217
O -3.936 0.912 3.622
O -5.720 -0.815 4.181
F -5.798 0.452 2.155
S -3.475 -2.306 3.088
O -4.028 -3.624 2.902
O -3.028 -1.952 4.437
F -2.022 -2.386 2.473
N -2.465 0.441 -1.322
S -1.969 -0.495 -2.755
O -0.884 -1.454 -2.626
O -2.204 0.212 -4.027
F -3.283 -1.440 -2.802
S -1.904 1.789 -1.775
O -2.729 2.637 -2.636
O -0.459 1.726 -2.078
F -2.217 2.416 -0.288
C 1.770 1.634 0.179
O 3.005 0.969 0.316
P 3.874 0.682 -0.995
O 3.611 1.762 -2.010
O 5.399 0.594 -0.523
C 5.735 -0.062 0.679
O 3.546 -0.765 -1.478
C 2.294 -1.084 -2.112
H 1.096 1.031 0.789
H 1.563 1.636 -0.891
H 1.829 2.606 0.669
H 6.215 0.627 1.373
H 6.184 -1.027 0.444
H 4.845 -0.346 1.241
H 1.842 -0.310 -2.732
H 1.496 -1.251 -1.388
H 2.383 -1.972 -2.738
*
```

***

(5)
Entry from the Open Molecules 2025 dataset: 2 unconnected molecules or ions with the total composition C3H9FN at a distorted geometry (ωB97M-V/def2-TZVPD).

Summary:
**Electronic energy**: -7451.9019 eV
**Gap between HOMO and LUMO (spin up / spin down)**: 7.7068 / 7.7054 eV
**Molecular weight**: 78.1 g/mol

```
! wB97M-V def2-TZVPD RIJCOSX def2/J DEFGRID3
* xyz 1 1
C 0.900 -1.007 0.515
C 0.101 1.328 0.451
C -1.277 -0.420 -0.542
N -0.003 -0.090 0.034
F 1.173 0.310 -1.747
H 1.905 -0.625 0.936
H 0.466 -1.657 1.258
H 1.166 -1.813 -0.185
H 0.916 1.956 -0.029
H -0.787 1.854 0.007
H 0.111 1.495 1.522
H -1.301 -1.530 -0.564
H -1.991 0.287 -0.059
H -1.379 -0.089 -1.596
*
```

***

(6)
Entry from the Open Molecules 2025 dataset: 2 unconnected molecules or ions with the total composition C3H9FNO2 at a distorted geometry (ωB97M-V/def2-TZVPD).

Summary:
**Electronic energy**: -11545.8659 eV
**Gap between HOMO and LUMO (spin up / spin down)**: 5.4071 / 7.8587 eV
**Molecular weight**: 110.1 g/mol

```
! wB97M-V def2-TZVPD RIJCOSX def2/J DEFGRID3
* xyz 1 3
C -2.104 0.367 -1.110
C -1.599 -0.451 1.189
C 3.244 0.046 -0.130
N -1.141 0.408 -0.042
O 4.054 -0.987 -0.185
O 2.059 0.090 -0.030
F 4.000 1.122 -0.177
H -2.944 1.115 -1.004
H -1.713 0.411 -2.115
H -2.498 -0.625 -1.045
H -2.334 -0.067 1.888
H -2.020 -1.343 0.759
H -0.657 -0.704 1.712
H -1.089 1.410 0.202
H -0.111 0.236 -0.266
H 4.852 -1.027 0.356
*
```

***

> What is the molecular weight in the fourth record?

539.4 g/mol

***

> molecular weight of number 5 (C3H9FN)?

78.1 g/mol

***

> Among the records above, which one has the lowest molecular weight?

C3H9FN